[1]
Here is C20H50F3N4O6Sr as an isolated structure at a distorted geometry from the OMol25 dataset. Energies are from wB97M-V/def2-TZVPD.

Each line ends with the Löwdin charge.
Geometry (Å):
Sr1 16.09 7.60 -2.43  1.496
C1 13.31 10.29 -2.32  -0.470
O1 13.82 10.97 -1.13  -0.122
O2 14.12 9.28 -2.65  -0.274
C2 11.86 9.90 -2.02  -0.566
F1 11.76 8.94 -1.09  0.133
F2 11.13 10.94 -1.61  0.159
F3 11.29 9.40 -3.13  0.129
C3 13.62 12.38 -1.13  -0.263
C4 14.39 12.92 0.10  -0.057
H1 14.14 13.98 0.19  0.077
H2 14.02 12.36 0.95  0.079
H3 15.47 12.86 -0.05  0.052
H4 12.58 12.67 -0.97  0.111
H5 13.94 12.81 -2.08  0.113
H6 13.32 11.04 -3.13  0.145
C5 15.83 2.97 -1.82  -0.035
C6 15.64 4.47 -1.94  -0.446
C7 15.01 5.05 -0.69  -0.210
O3 14.73 6.42 -0.88  -0.344
C8 13.96 6.94 0.19  -0.061
N1 16.89 5.17 -2.25  -0.033
H7 16.33 2.54 -2.70  0.086
H8 14.85 2.49 -1.84  0.093
H9 16.46 2.75 -0.96  0.092
H10 14.93 4.71 -2.74  0.125
H11 15.68 4.81 0.15  0.148
H12 14.14 4.41 -0.49  0.143
H13 13.59 7.94 -0.03  0.078
H14 14.54 7.04 1.12  0.099
H15 13.11 6.29 0.40  0.108
H16 17.68 4.75 -1.77  0.102
H17 17.09 4.87 -3.20  0.085
C9 20.48 7.82 0.04  -0.042
C10 18.98 7.70 -0.22  -0.392
C11 18.20 8.80 0.48  -0.201
O4 16.85 8.79 0.09  -0.257
C12 15.99 9.49 0.96  -0.088
N2 18.70 7.83 -1.68  -0.031
H18 20.89 8.76 -0.34  0.085
H19 20.97 7.01 -0.49  0.079
H20 20.65 7.75 1.11  0.087
H21 18.49 6.76 0.07  0.134
H22 18.69 9.78 0.33  0.131
H23 18.22 8.63 1.57  0.140
H24 15.00 9.58 0.52  0.072
H25 16.37 10.51 1.06  0.099
H26 15.85 9.09 1.97  0.102
H27 19.37 7.31 -2.24  0.081
H28 18.78 8.80 -1.96  0.057
C13 16.81 11.63 -4.48  -0.041
C14 17.57 11.35 -3.20  -0.385
C15 17.77 12.55 -2.28  -0.226
O5 18.46 12.19 -1.13  -0.201
C16 19.56 13.04 -0.80  -0.076
N3 16.99 10.17 -2.46  -0.004
H29 15.73 11.70 -4.39  0.082
H30 17.08 10.95 -5.29  0.070
H31 17.03 12.65 -4.84  0.087
H32 18.59 11.02 -3.47  0.134
H33 16.82 13.08 -2.11  0.130
H34 18.32 13.28 -2.89  0.130
H35 19.97 12.69 0.14  0.090
H36 19.20 14.07 -0.83  0.095
H37 20.37 13.00 -1.54  0.092
H38 15.97 10.26 -2.50  0.033
H39 17.11 10.49 -1.50  0.055
C17 16.62 7.61 -7.26  -0.035
C18 16.06 7.62 -5.82  -0.410
C19 14.98 6.56 -5.62  -0.168
O6 14.51 6.62 -4.26  -0.319
C20 13.16 6.22 -4.13  -0.086
N4 17.13 7.36 -4.84  -0.028
H40 15.87 7.84 -8.01  0.089
H41 17.08 6.65 -7.52  0.086
H42 17.44 8.32 -7.20  0.078
H43 15.57 8.58 -5.59  0.145
H44 15.36 5.55 -5.78  0.139
H45 14.17 6.79 -6.32  0.141
H46 12.94 5.99 -3.08  0.092
H47 12.90 5.29 -4.64  0.104
H48 12.51 7.06 -4.37  0.105
H49 17.44 6.40 -4.99  0.083
H50 17.92 7.94 -5.13  0.087

Output
DFT total energy	-1792.69251	hartree
charge	+1

***

[2]
Here is C20H50F6HfN4O12S2 as an isolated structure at a distorted geometry from the OMol25 dataset. Energies are from wB97M-V/def2-TZVPD.

Each line ends with the Mulliken spin population.
Geometry (Å):
Hf1 -16.99 16.94 -8.85  -0.003
C1 -13.10 16.03 -5.63  0.000
F1 -13.84 16.07 -4.48  0.000
F2 -11.92 16.29 -5.35  0.000
F3 -13.21 14.78 -6.08  0.000
S1 -13.88 17.27 -6.91  -0.002
O1 -15.23 16.74 -7.37  0.000
O2 -14.13 18.61 -6.31  0.000
O3 -12.91 17.39 -8.01  0.000
C2 -21.06 19.62 -8.91  0.000
F4 -22.02 20.35 -9.58  0.000
F5 -20.59 20.26 -7.80  0.000
F6 -21.52 18.42 -8.52  0.000
S2 -19.56 19.40 -10.10  -0.001
O4 -19.93 19.06 -11.47  0.000
O5 -18.84 20.64 -10.13  0.000
O6 -18.67 18.34 -9.53  0.001
C3 -16.38 12.92 -10.47  0.015
C4 -16.64 13.28 -9.08  -0.006
C5 -15.97 12.27 -8.08  0.016
O7 -15.62 12.99 -6.93  0.709
C6 -14.83 12.31 -5.94  -0.007
N1 -16.18 14.70 -8.77  0.005
H1 -16.71 11.89 -10.65  -0.001
H2 -15.34 13.07 -10.77  0.001
H3 -16.96 13.29 -11.32  0.000
H4 -17.66 13.26 -8.72  0.014
H5 -15.00 11.89 -8.41  0.072
H6 -16.59 11.43 -7.80  0.064
H7 -14.66 13.04 -5.15  -0.001
H8 -13.87 12.03 -6.38  0.050
H9 -15.31 11.43 -5.52  0.049
H10 -15.92 14.39 -7.84  -0.012
H11 -15.26 14.67 -9.17  0.016
C7 -18.37 15.70 -13.43  0.000
C8 -17.24 16.29 -12.43  0.000
C9 -17.17 17.77 -12.75  0.000
O8 -16.57 18.48 -11.67  0.000
C10 -16.19 19.82 -12.05  0.000
N2 -17.83 16.16 -11.07  -0.001
H12 -18.64 14.70 -13.10  0.000
H13 -17.96 15.60 -14.44  0.000
H14 -19.15 16.45 -13.40  0.000
H15 -16.32 15.77 -12.69  0.000
H16 -18.12 18.26 -12.94  0.000
H17 -16.50 17.92 -13.59  0.000
H18 -15.41 20.00 -12.80  0.000
H19 -15.96 20.40 -11.15  0.000
H20 -17.00 20.34 -12.56  0.000
H21 -18.11 15.19 -11.14  0.000
H22 -18.74 16.56 -11.26  0.000
C11 -21.48 15.64 -7.27  0.000
C12 -19.90 16.07 -7.22  0.000
C13 -19.15 15.34 -6.20  0.002
O9 -17.70 15.58 -6.43  0.005
C14 -16.96 15.14 -5.34  0.007
N3 -19.24 15.93 -8.53  0.000
H23 -21.79 14.61 -7.46  0.000
H24 -21.89 16.04 -8.20  0.000
H25 -21.98 16.03 -6.38  0.000
H26 -19.89 17.11 -6.88  0.000
H27 -19.32 14.27 -6.29  0.000
H28 -19.60 15.68 -5.27  -0.001
H29 -17.29 15.56 -4.39  0.002
H30 -15.99 15.61 -5.18  -0.001
H31 -16.98 14.05 -5.28  0.004
H32 -20.01 16.20 -9.12  0.000
H33 -19.35 14.94 -8.70  -0.001
C15 -13.77 16.32 -12.46  0.000
C16 -14.23 15.72 -11.14  0.000
C17 -13.04 14.97 -10.45  0.002
O10 -13.61 14.14 -9.40  -0.003
C18 -12.57 13.37 -8.71  0.003
N4 -14.73 16.78 -10.19  -0.002
H34 -13.49 15.53 -13.16  0.000
H35 -12.83 16.88 -12.42  0.000
H36 -14.51 16.95 -12.95  0.000
H37 -15.08 15.05 -11.30  0.000
H38 -12.29 15.73 -10.23  0.000
H39 -12.55 14.44 -11.26  0.000
H40 -12.47 13.65 -7.67  0.000
H41 -11.59 13.65 -9.12  0.001
H42 -12.78 12.31 -8.80  0.001
H43 -14.37 17.60 -10.66  0.000
H44 -13.96 16.82 -9.54  0.000
C19 -17.44 19.85 -7.13  0.000
C20 -16.35 20.24 -8.16  0.000
O11 -15.88 19.16 -8.92  0.000
O12 -17.68 18.41 -7.01  0.000
H45 -18.38 20.40 -7.12  0.000
H46 -16.98 20.09 -6.17  0.000
H47 -15.50 20.69 -7.66  0.000
H48 -16.67 21.10 -8.75  0.000
H49 -15.17 19.57 -9.42  0.000
H50 -18.03 18.38 -6.12  0.000

Output
spin multiplicity	2
expectation value of S²	0.75
DFT total energy	-3356.44142	hartree
charge	+3

***

[3]
Here is C20H50IO7PS as an isolated structure at a distorted geometry from the OMol25 dataset. Energies are from wB97M-V/def2-TZVPD.

Each line ends with the Löwdin charge.
Geometry (Å):
C1 -1.06 6.12 -1.36  -0.133
C2 -0.36 4.72 -1.47  -0.403
P1 -1.54 3.29 -1.40  0.961
C3 -3.03 3.67 -0.34  -0.395
C4 -4.28 3.75 -1.29  -0.166
O1 -0.81 1.85 -0.79  -0.622
S1 0.70 1.57 -1.41  0.738
O2 0.83 2.08 -2.76  -0.520
O3 1.77 2.44 -0.44  -0.942
I1 3.38 2.98 -1.55  1.099
H1 -1.04 6.62 -2.33  0.071
H2 -0.43 6.74 -0.70  0.072
H3 -2.07 6.10 -0.94  0.043
H4 0.47 4.68 -0.75  0.058
H5 0.10 4.67 -2.46  0.062
H6 -2.91 4.58 0.26  0.062
H7 -3.25 2.86 0.37  0.066
H8 -4.07 3.04 -2.11  0.039
H9 -5.19 3.41 -0.78  0.066
H10 -4.35 4.77 -1.67  0.064
C5 3.93 -0.12 -2.93  -0.130
C6 5.04 -1.02 -2.40  -0.276
O4 5.12 -2.28 -3.04  -0.158
C7 5.37 -2.25 -4.44  -0.282
C8 6.67 -1.57 -4.82  -0.082
H11 2.97 -0.62 -2.84  0.085
H12 3.90 0.82 -2.36  -0.117
H13 4.08 0.13 -3.98  0.075
H14 4.85 -1.23 -1.35  0.119
H15 6.01 -0.50 -2.44  0.107
H16 4.52 -1.79 -4.96  0.106
H17 5.40 -3.29 -4.75  0.118
H18 6.69 -0.52 -4.53  0.063
H19 6.82 -1.63 -5.90  0.076
H20 7.51 -2.06 -4.33  0.081
C9 -1.53 0.26 2.18  -0.062
C10 -2.58 -0.82 2.02  -0.274
O5 -3.05 -1.35 3.24  -0.159
C11 -3.66 -0.43 4.13  -0.280
C12 -4.88 0.26 3.55  -0.078
H21 -0.67 -0.12 2.74  0.063
H22 -1.18 0.60 1.20  0.049
H23 -1.91 1.13 2.72  0.072
H24 -2.15 -1.66 1.47  0.116
H25 -3.42 -0.46 1.41  0.103
H26 -2.93 0.30 4.48  0.106
H27 -3.96 -1.01 5.00  0.119
H28 -4.64 0.86 2.67  0.058
H29 -5.33 0.92 4.29  0.077
H30 -5.63 -0.48 3.25  0.083
C13 -3.00 -3.97 -1.73  -0.076
C14 -2.99 -3.39 -3.14  -0.280
O6 -4.02 -2.44 -3.37  -0.157
C15 -4.01 -1.29 -2.54  -0.277
C16 -2.74 -0.47 -2.65  -0.075
H31 -3.96 -4.44 -1.52  0.083
H32 -2.21 -4.72 -1.63  0.078
H33 -2.83 -3.20 -0.97  0.054
H34 -3.16 -4.19 -3.85  0.118
H35 -2.02 -2.95 -3.37  0.106
H36 -4.21 -1.58 -1.50  0.103
H37 -4.86 -0.69 -2.86  0.119
H38 -1.86 -1.03 -2.33  0.067
H39 -2.80 0.42 -2.02  0.049
H40 -2.58 -0.15 -3.68  0.089
C17 1.03 -2.02 4.71  -0.069
C18 1.94 -0.87 5.10  -0.281
O7 3.02 -1.24 5.93  -0.160
C19 3.92 -2.20 5.40  -0.283
C20 4.60 -1.75 4.12  -0.081
H41 0.63 -2.50 5.60  0.085
H42 0.20 -1.66 4.10  0.054
H43 1.56 -2.78 4.14  0.069
H44 1.36 -0.13 5.66  0.118
H45 2.31 -0.35 4.21  0.105
H46 3.41 -3.16 5.26  0.106
H47 4.68 -2.36 6.17  0.117
H48 3.89 -1.58 3.31  0.064
H49 5.31 -2.51 3.78  0.077
H50 5.14 -0.82 4.28  0.081

Output
DFT total energy	-2355.75901	hartree

***

[4]
Here is C20H50MgN2O4Si2 as an isolated structure at a distorted geometry from the OMol25 dataset. Energies are from wB97M-V/def2-TZVPD.

Each line ends with the Löwdin charge.
Geometry (Å):
O1 -1.07 1.08 0.58  -0.282
O2 -0.36 1.70 -3.60  -0.219
C1 -2.48 0.75 0.32  -0.212
C2 -3.37 1.07 1.52  -0.067
H1 -2.48 -0.33 0.12  0.118
H2 -2.77 1.30 -0.58  0.122
H3 -2.99 0.65 2.46  0.084
H4 -4.36 0.64 1.33  0.088
H5 -3.52 2.15 1.65  0.074
C3 -0.90 2.45 1.12  -0.219
C4 -1.33 3.54 0.16  -0.055
H6 0.16 2.52 1.41  0.124
H7 -1.49 2.49 2.04  0.107
H8 -0.92 3.40 -0.85  0.078
H9 -0.93 4.49 0.56  0.091
H10 -2.43 3.64 0.08  0.079
C5 0.83 2.17 -4.28  -0.269
C6 -1.56 2.01 -4.32  -0.270
C7 1.36 3.44 -3.65  -0.074
H11 0.62 2.36 -5.35  0.120
H12 1.56 1.34 -4.20  0.109
H13 0.63 4.25 -3.78  0.060
H14 2.30 3.75 -4.12  0.080
H15 1.55 3.29 -2.58  0.079
C8 -1.75 3.50 -4.54  -0.088
H16 -2.38 1.59 -3.71  0.115
H17 -1.51 1.49 -5.28  0.118
H18 -1.64 4.06 -3.61  0.077
H19 -2.75 3.68 -4.93  0.078
H20 -1.04 3.87 -5.28  0.074
H21 -0.32 0.10 -1.86  0.021
Mg1 0.29 -0.20 1.48  0.687
C9 0.45 -0.69 -1.93  -0.164
Si1 0.11 -1.83 -3.43  0.481
H22 1.42 -0.18 -2.05  0.040
H23 0.52 -1.28 -1.00  0.010
C10 -1.73 -2.06 -3.76  -0.189
C11 0.82 -3.56 -3.21  -0.189
C12 0.77 -1.36 -5.13  -0.187
C13 -0.70 -1.98 1.79  -0.337
Si2 0.06 -3.33 2.87  0.383
H24 -1.09 -2.43 0.86  -0.017
H25 -1.59 -1.65 2.37  -0.024
C14 0.57 -4.81 1.85  -0.192
C15 -1.28 -3.86 4.08  -0.197
C16 1.50 -2.70 3.88  -0.188
H26 0.32 -2.07 -5.84  0.035
H27 1.86 -1.47 -5.22  0.032
H28 0.49 -0.35 -5.47  0.008
H29 -2.22 -2.60 -2.94  0.029
H30 -1.86 -2.66 -4.67  0.032
H31 -2.25 -1.11 -3.91  0.016
H32 0.71 -3.94 -2.19  0.022
H33 1.87 -3.60 -3.49  0.031
H34 0.27 -4.23 -3.88  0.033
H35 -2.25 -3.79 3.59  0.022
H36 -1.31 -3.21 4.97  0.025
H37 -1.16 -4.89 4.43  0.022
H38 1.25 -1.75 4.37  0.012
H39 2.41 -2.54 3.28  0.034
H40 1.73 -3.44 4.66  0.033
H41 0.68 -5.70 2.49  0.025
H42 1.53 -4.65 1.33  0.028
H43 -0.19 -5.04 1.09  0.025
C17 1.92 1.50 5.67  -0.014
C18 1.63 1.06 4.28  -0.283
N1 0.43 0.59 3.92  -0.007
O3 -0.41 0.64 5.08  -0.109
C19 2.62 1.01 3.25  -0.304
C20 4.03 1.42 3.37  -0.039
N2 2.16 0.48 2.09  -0.190
O4 3.00 0.12 1.17  -0.164
H44 1.02 1.49 6.28  0.072
H45 2.36 2.51 5.68  0.092
H46 2.66 0.83 6.13  0.101
H47 -1.25 0.23 4.81  0.090
H48 4.69 0.59 3.09  0.083
H49 4.23 2.27 2.70  0.089
H50 4.27 1.73 4.40  0.067

Output
DFT total energy	-1981.53399	hartree

***

[5]
Here is C20H50N2O4RhSi2 as an isolated structure at a distorted geometry from the OMol25 dataset. Energies are from wB97M-V/def2-TZVPD.

Each line ends with the Mulliken spin population.
Geometry (Å):
O1 -1.01 -2.09 -0.93  0.000
O2 -2.10 -0.28 -2.86  0.000
C1 0.36 -2.42 -0.71  0.005
C2 0.74 -3.10 0.59  0.005
H1 0.93 -1.49 -0.83  0.009
H2 0.65 -3.06 -1.56  0.000
H3 0.59 -2.43 1.45  -0.001
H4 1.80 -3.35 0.55  0.000
H5 0.19 -4.03 0.73  0.000
C3 -1.94 -2.16 0.14  -0.012
C4 -3.20 -2.88 -0.28  0.000
H6 -2.16 -1.12 0.44  0.016
H7 -1.53 -2.67 1.03  0.002
H8 -3.78 -2.31 -1.03  0.000
H9 -3.82 -3.02 0.61  0.000
H10 -2.98 -3.87 -0.70  0.000
C5 -3.20 0.63 -3.03  0.000
C6 -1.93 -1.25 -3.90  0.000
C7 -4.28 0.35 -2.01  0.001
H11 -3.61 0.56 -4.04  0.000
H12 -2.78 1.63 -2.88  0.000
H13 -4.77 -0.61 -2.22  0.000
H14 -5.05 1.12 -2.08  0.000
H15 -3.89 0.33 -0.99  0.000
C8 -3.13 -2.14 -4.11  0.000
H16 -1.06 -1.83 -3.57  0.000
H17 -1.67 -0.72 -4.84  0.000
H18 -3.41 -2.65 -3.18  0.000
H19 -2.86 -2.90 -4.85  0.000
H20 -3.98 -1.58 -4.50  0.000
H21 -0.56 0.04 -1.56  -0.026
Rh1 1.37 0.85 2.34  1.873
C9 -0.04 1.01 -1.44  -0.307
Si1 0.77 1.61 -3.04  -0.005
H22 -0.79 1.73 -1.10  -0.001
H23 0.70 0.90 -0.65  0.219
C10 1.54 0.09 -3.82  0.000
C11 1.99 2.96 -2.57  0.001
C12 -0.41 2.43 -4.26  0.000
C13 2.69 0.35 1.07  0.600
Si2 3.67 1.42 2.29  0.029
H24 2.55 0.76 0.06  0.040
H25 2.85 -0.74 1.05  0.033
C14 4.50 2.80 1.30  0.052
C15 4.97 0.31 3.09  0.015
C16 2.77 2.28 3.74  0.130
H26 0.15 2.78 -5.14  0.000
H27 -0.88 3.30 -3.78  0.000
H28 -1.21 1.76 -4.62  0.000
H29 2.40 -0.26 -3.23  0.000
H30 1.90 0.32 -4.84  0.000
H31 0.83 -0.74 -3.90  0.000
H32 2.51 2.71 -1.64  0.003
H33 1.45 3.90 -2.41  0.001
H34 2.74 3.13 -3.35  0.000
H35 5.16 -0.54 2.42  0.001
H36 4.64 -0.08 4.07  0.000
H37 5.91 0.85 3.24  -0.002
H38 3.17 1.92 4.70  0.005
H39 1.66 2.28 3.83  -0.011
H40 3.06 3.33 3.60  0.003
H41 5.36 3.23 1.84  0.001
H42 3.81 3.61 1.06  -0.003
H43 4.88 2.38 0.36  -0.001
C17 -0.70 -0.99 5.54  0.018
C18 -0.33 -0.31 4.27  0.039
N1 0.92 -0.40 3.82  0.358
O3 1.73 -1.16 4.67  0.084
C19 -1.20 0.38 3.38  0.227
C20 -2.66 0.55 3.49  0.004
N2 -0.60 0.80 2.22  0.093
O4 -1.31 1.04 1.21  0.461
H44 0.20 -1.36 6.03  -0.001
H45 -1.39 -1.82 5.34  -0.007
H46 -1.22 -0.28 6.20  -0.004
H47 2.46 -1.52 4.14  -0.002
H48 -2.93 1.56 3.17  0.017
H49 -3.18 -0.17 2.83  0.032
H50 -3.00 0.40 4.52  0.002

Output
spin multiplicity	5
expectation value of S²	6.06
DFT total energy	-1891.53862	hartree
charge	+1

***

[6]
Here is a 5-piece molecular cluster, C20H50NO6 overall from the OMol25 dataset. Energies are from wB97M-V/def2-TZVPD.

Each line ends with the Löwdin charge.
Geometry (Å):
C1 -1.92 -3.08 -2.07  -0.029
C2 -0.48 -2.66 -1.85  -0.421
O1 0.31 -2.88 -3.00  -0.024
C3 -0.37 -1.19 -1.38  -0.103
C4 0.26 -1.05 0.00  -0.237
C5 1.72 -1.44 0.07  -0.121
C6 2.36 -1.07 1.41  -0.326
C7 3.81 -1.59 1.51  -0.033
C8 2.26 0.46 1.62  -0.114
C9 1.37 1.13 0.60  -0.096
N1 0.06 0.40 0.47  -0.043
C10 -0.81 0.44 1.70  -0.119
C11 -1.19 1.84 2.13  -0.133
C12 -1.89 1.83 3.50  -0.229
O2 -2.46 0.54 3.72  -0.066
H1 -2.53 -2.88 -1.18  0.091
H2 -2.35 -2.51 -2.90  0.057
H3 -1.98 -4.14 -2.29  0.091
H4 -0.03 -3.31 -1.09  0.138
H5 -0.12 -2.46 -3.75  0.096
H6 0.25 -0.66 -2.11  0.132
H7 -1.35 -0.72 -1.40  0.114
H8 -0.30 -1.65 0.73  0.156
H9 2.28 -1.00 -0.76  0.139
H10 1.77 -2.52 -0.08  0.135
H11 1.77 -1.55 2.19  0.137
H12 3.96 -2.23 2.37  0.083
H13 4.08 -2.17 0.62  0.083
H14 4.51 -0.76 1.59  0.055
H15 1.91 0.70 2.63  0.121
H16 3.25 0.93 1.53  0.101
H17 1.81 1.11 -0.40  0.139
H18 1.15 2.17 0.84  0.124
H19 -0.47 0.86 -0.27  0.170
H20 -1.69 -0.15 1.45  0.140
H21 -0.28 -0.10 2.49  0.137
H22 -0.31 2.48 2.22  0.105
H23 -1.85 2.29 1.38  0.125
H24 -2.68 2.58 3.51  0.122
H25 -1.17 2.09 4.28  0.096
H26 -2.58 0.39 4.66  0.099
C13 -3.89 0.17 -5.47  -0.082
C14 -3.47 -0.23 -4.07  -0.306
O3 -2.05 -0.17 -3.90  -0.102
H27 -3.41 -0.47 -6.21  0.081
H28 -4.97 0.07 -5.57  0.066
H29 -3.62 1.21 -5.68  0.076
H30 -3.75 -1.27 -3.88  0.083
H31 -3.97 0.39 -3.32  0.116
H32 -1.77 0.72 -4.13  0.084
C15 -5.06 -4.06 -5.78  -0.086
C16 -5.85 -3.48 -4.63  -0.319
O4 -6.20 -2.11 -4.84  -0.093
H33 -4.15 -3.48 -5.96  0.069
H34 -4.78 -5.09 -5.57  0.077
H35 -5.65 -4.06 -6.70  0.076
H36 -5.25 -3.48 -3.71  0.101
H37 -6.74 -4.07 -4.43  0.111
H38 -6.76 -2.06 -5.62  0.088
C17 7.93 1.50 0.62  -0.086
C18 6.45 1.55 0.33  -0.315
O5 5.66 1.42 1.52  -0.107
H39 8.19 0.57 1.12  0.079
H40 8.50 1.56 -0.31  0.079
H41 8.24 2.33 1.25  0.076
H42 6.15 0.71 -0.30  0.110
H43 6.19 2.47 -0.20  0.109
H44 5.90 2.14 2.12  0.087
C19 0.88 4.49 7.41  -0.088
C20 1.29 4.09 6.01  -0.314
O6 0.16 3.79 5.18  -0.106
H45 0.30 3.70 7.88  0.077
H46 1.76 4.68 8.02  0.079
H47 0.28 5.40 7.40  0.076
H48 1.89 3.18 6.02  0.111
H49 1.89 4.88 5.54  0.109
H50 -0.40 4.57 5.14  0.086

Output
DFT total energy	-1297.97080	hartree
charge	+1